19
Properties=species:S:1:pos:R:3:forces:R:3 method="wB97M-V/def2-TZVPD" spin_multiplicity=1 largest_force_ev_per_a=3.578 smiles=CCC.CC de_lowest_kj_mol=118.5 energy_ha=-198.84403
C -1.104 -1.084 0.521 -2.5276 -1.0648 2.2976
C -0.888 -2.546 0.195 -2.1863 -0.8116 0.2361
C -2.581 -0.672 0.256 0.1346 1.1063 -0.2613
H -0.939 -0.922 1.634 0.4935 0.3701 -1.5416
H -0.524 -0.583 -0.196 1.2078 1.4245 -0.1107
H -1.759 -3.181 0.568 0.8130 0.7959 -0.5709
H -0.052 -2.987 0.710 0.8146 -0.0274 -0.4772
H -3.340 -0.757 1.033 0.2757 -1.2657 0.2907
H -2.651 0.408 0.200 0.4550 0.5561 -0.5112
H -0.906 -2.556 -0.907 0.4847 -0.8633 0.4236
H -2.966 -1.032 -0.704 0.0366 -0.2197 0.2208
C 1.748 1.959 0.139 2.1355 -0.7744 2.1919
C 2.608 1.976 -1.117 -1.1971 1.7203 0.1983
H 1.448 0.960 0.423 -0.9668 -0.1624 -0.2372
H 2.532 2.109 0.935 -0.6199 0.0431 -0.3358
H 1.050 2.744 0.403 -0.5113 -0.0402 -0.7983
H 3.330 1.146 -1.008 -0.0990 0.8507 -0.5931
H 2.973 3.028 -1.039 0.9255 -1.0093 -0.6169
H 2.018 1.990 -2.046 0.3315 -0.6282 0.1953